Entry 1
Below is one molecule with the formula C7H14N2, with properties calculated with ωB97M-V with the def2-TZVPD basis set.

```
23
Properties=species:S:1:pos:R:3:lowdin_charge:R:1
N -2.48 -0.16 0.99 0.162
N -0.36 2.05 0.11 0.187
C 0.86 -0.02 0.24 -0.560
C -1.72 0.06 0.01 -0.416
C 1.87 0.76 1.09 -0.058
C 1.43 -0.18 -1.18 -0.038
C 0.60 -1.39 0.86 -0.048
C -0.42 0.79 0.11 -0.316
C -2.19 -0.31 -1.37 -0.031
H -2.11 0.12 1.90 0.065
H 1.98 1.76 0.70 0.071
H 1.53 -1.93 0.95 0.087
H -1.57 -1.12 -1.77 0.075
H 0.16 -1.29 1.85 0.084
H -3.22 -0.64 -1.33 0.080
H 1.52 0.83 2.12 0.085
H 2.37 -0.74 -1.13 0.086
H 0.74 -0.72 -1.82 0.072
H -1.25 2.53 0.01 0.071
H 1.63 0.79 -1.62 0.089
H -2.09 0.54 -2.04 0.087
H -0.08 -1.98 0.24 0.081
H 2.83 0.26 1.09 0.084
```

Output
* gap between HOMO and LUMO: 0.374 Eh
* E_LUMO: 0.834 eV
* total charge: 0

=====

Entry 2
Below is a 2-piece molecular cluster, C7H14N2 overall, with properties calculated with ωB97M-V with the def2-TZVPD basis set.

```
23
Properties=species:S:1:pos:R:3:lowdin_charge:R:1
N 0.26 -0.12 -1.97 0.024
N 1.88 1.27 -1.38 0.094
C 1.55 0.01 -1.51 -0.208
C -0.31 1.15 -1.98 -0.067
C -0.33 -1.57 2.29 -0.325
C -1.85 -1.36 2.18 -0.115
C 0.56 3.45 -1.50 -0.064
C 0.70 1.97 -1.52 -0.370
C 0.30 -2.29 1.10 -0.124
H -0.32 -3.16 0.81 0.076
H -2.31 -2.32 2.34 0.069
H 2.20 -0.88 -1.50 0.123
H 0.17 -1.74 0.17 0.030
H -1.37 1.36 -2.01 0.114
H 1.35 -2.52 1.17 0.063
H 0.20 -0.60 2.37 0.103
H 0.57 3.96 -2.46 0.071
H -0.19 -0.90 -2.41 0.139
H -0.24 3.86 -0.90 0.068
H -2.11 -0.77 1.31 0.066
H -2.05 -0.69 3.01 0.061
H 1.45 3.77 -0.92 0.083
H -0.12 -1.89 3.30 0.089
```

Output
* gap between HOMO and LUMO: 0.347 Eh
* E_LUMO: 0.840 eV
* total charge: 0

=====

Referenced to the most stable arrangement, the calculated values in kcal/mol are entry 1 0.0; entry 2 8.7.

=====

Entry 1
Below is a 2-piece molecular cluster, C7H14N2 overall, with properties calculated with ωB97M-V with the def2-TZVPD basis set.

```
23
Properties=species:S:1:pos:R:3:lowdin_charge:R:1
N 1.57 0.02 1.09 -0.034
N -0.84 1.73 -1.17 0.134
C -0.60 -0.57 -0.79 -0.179
C -2.49 0.77 0.37 -0.055
C -1.01 -1.72 -0.23 0.030
C -1.17 0.79 -0.37 -0.469
C 1.08 1.28 1.43 -0.166
C 2.31 -1.59 -0.54 -0.084
C 1.74 -0.26 -0.15 -0.297
H -1.40 2.58 -1.07 0.060
H -0.84 -2.67 -0.71 0.062
H -0.26 -0.58 -1.82 0.109
H -0.10 1.17 1.29 0.093
H 2.05 -2.33 0.21 0.076
H 1.84 0.54 -0.90 0.123
H -2.36 0.28 1.34 0.073
H 1.93 -1.90 -1.52 0.067
H 3.39 -1.51 -0.60 0.077
H -3.25 0.23 -0.19 0.090
H -2.84 1.79 0.54 0.078
H 1.50 1.61 2.38 0.077
H -1.46 -1.76 0.75 0.066
H 1.23 2.07 0.68 0.069
```

Output
* gap between HOMO and LUMO: 0.346 Eh
* E_LUMO: 0.454 eV
* total charge: 0

=====

Entry 2
Below is a 2-piece molecular cluster, C7H14N2 overall, with properties calculated with ωB97M-V with the def2-TZVPD basis set.

```
23
Properties=species:S:1:pos:R:3:lowdin_charge:R:1
N -0.21 1.33 0.20 0.103
N -1.52 3.10 -0.01 0.039
C 0.37 1.45 2.64 -0.043
C -0.27 1.99 1.40 -0.360
C -0.97 2.01 -0.62 -0.203
C 0.35 -2.22 -0.77 -0.334
C -1.08 3.09 1.29 -0.080
C 0.78 -1.26 -1.88 -0.137
C 0.77 -3.67 -0.99 -0.118
H -0.09 0.50 2.88 0.072
H -1.43 3.72 2.09 0.115
H 0.92 -3.83 -2.06 0.061
H 0.11 2.11 3.47 0.071
H -2.29 3.63 -0.37 0.144
H 0.51 -1.67 -2.85 0.064
H -1.12 1.90 -1.68 0.115
H 1.69 -3.88 -0.46 0.066
H -0.74 -2.09 -0.69 0.096
H 0.66 -1.81 0.19 0.090
H 0.31 -0.29 -1.73 0.030
H 1.44 1.36 2.57 0.071
H -0.03 -4.37 -0.75 0.063
H 1.86 -1.10 -1.89 0.073
```

Output
* gap between HOMO and LUMO: 0.350 Eh
* E_LUMO: 0.828 eV
* total charge: 0

=====

Entry 3
Below is a 2-piece molecular cluster, C7H14N2 overall, with properties calculated with ωB97M-V with the def2-TZVPD basis set.

```
23
Properties=species:S:1:pos:R:3:lowdin_charge:R:1
N -0.88 0.38 -2.02 0.036
N -0.80 -1.72 -1.36 0.091
C 0.30 -1.46 -2.13 -0.367
C 1.25 -2.59 -2.43 -0.047
C 0.27 -0.17 -2.55 -0.079
C 1.18 1.23 2.89 -0.122
C -0.05 0.70 2.17 -0.325
C -1.49 -0.62 -1.32 -0.213
C -1.16 1.73 1.97 -0.135
H -0.48 -0.13 2.72 0.092
H -0.98 2.43 1.15 0.066
H 1.27 -3.26 -1.59 0.069
H -2.12 1.24 1.81 0.062
H 0.86 -3.08 -3.33 0.075
H 2.27 -2.30 -2.70 0.072
H -1.34 1.08 -2.57 0.144
H 0.94 0.41 -3.16 0.111
H 0.96 1.32 3.96 0.071
H 2.04 0.57 2.82 0.066
H -2.44 -0.58 -0.82 0.114
H -1.27 2.37 2.85 0.066
H 1.49 2.17 2.43 0.069
H 0.19 0.30 1.19 0.085
```

Output
* gap between HOMO and LUMO: 0.351 Eh
* E_LUMO: 0.878 eV
* total charge: 0

=====

Entry 4
Below is one molecule with the formula C7H14N2, with properties calculated with ωB97M-V with the def2-TZVPD basis set.

```
23
Properties=species:S:1:pos:R:3:lowdin_charge:R:1
N -0.81 -0.30 1.54 0.026
N 0.02 0.83 1.22 -0.157
C -0.10 2.09 2.01 -0.066
C -0.51 0.87 -0.16 -0.271
C 0.72 -1.75 -0.63 -0.196
C 1.47 -0.54 -1.22 -0.184
C -0.82 -1.59 -0.60 -0.157
C 0.54 0.71 -1.30 -0.132
C -1.32 -0.36 0.15 -0.286
H -1.14 2.35 2.16 0.068
H 0.33 2.92 1.51 0.061
H -1.14 1.71 -0.43 0.133
H -0.24 -1.14 1.77 0.105
H 1.20 1.58 -1.36 0.104
H -1.23 -1.54 -1.63 0.123
H -2.39 -0.24 0.04 0.131
H 1.84 -0.78 -2.22 0.101
H -0.04 0.69 -2.23 0.111
H 0.44 1.92 2.96 0.080
H -1.23 -2.46 -0.11 0.106
H 1.13 -1.95 0.37 0.098
H 2.32 -0.35 -0.59 0.092
H 0.95 -2.66 -1.23 0.110
```

Output
* gap between HOMO and LUMO: 0.325 Eh
* E_LUMO: 1.079 eV
* total charge: 0

=====

Referenced to the most stable arrangement, the calculated values in kcal/mol are entry 1 65.3; entry 2 0.0; entry 3 1.2; entry 4 41.0.

=====

Entry 1
Below is a 2-piece molecular cluster, C7H14N2 overall, with properties calculated with ωB97M-V with the def2-TZVPD basis set.

```
23
Properties=species:S:1:pos:R:3:lowdin_charge:R:1
N -0.37 -1.93 -0.09 0.046
N -1.33 -2.38 -2.09 0.057
C 1.91 1.38 0.68 -0.067
C -1.00 -1.01 -2.12 -0.360
C 1.02 1.93 1.96 -0.229
C 0.37 0.83 2.83 -0.117
C -1.51 -0.09 -3.16 -0.049
C -0.53 -0.72 -0.84 -0.091
C -0.93 -2.92 -0.87 -0.160
H -1.34 -0.48 -4.12 0.055
H -2.47 0.23 -2.83 0.080
H 2.88 1.06 0.92 0.034
H -0.30 -2.08 0.86 0.094
H 1.45 0.50 0.34 0.000
H -0.49 1.29 3.33 0.063
H -0.59 0.40 -0.65 0.137
H 1.69 2.54 2.51 0.081
H -0.09 -0.12 2.35 0.075
H 0.32 2.43 1.51 0.021
H 1.04 0.31 3.48 0.053
H -0.72 0.63 -3.37 0.082
H -0.97 -4.00 -0.56 0.123
H 1.96 2.20 -0.05 0.072
```

Output
* gap between HOMO and LUMO: 0.343 Eh
* E_LUMO: 0.867 eV
* total charge: 0

=====

Entry 2
Below is a 2-piece molecular cluster, C7H14N2 overall, with properties calculated with ωB97M-V with the def2-TZVPD basis set.

```
23
Properties=species:S:1:pos:R:3:lowdin_charge:R:1
N -0.98 0.96 -0.18 0.027
N -1.79 -1.08 -0.40 0.093
C -2.46 -0.28 -1.25 -0.375
C 2.46 0.54 1.51 -0.274
C 2.48 -0.92 2.06 -0.126
C -1.98 1.02 -1.11 -0.066
C -3.53 -0.67 -2.17 -0.063
C 2.24 0.53 -0.02 -0.121
C -0.87 -0.34 0.21 -0.192
H 2.78 1.29 -0.59 0.069
H -3.45 -0.32 -3.21 0.079
H -0.54 1.75 0.26 0.143
H 1.78 -1.04 2.89 0.060
H 3.43 0.94 1.79 0.088
H -4.49 -0.18 -1.96 0.076
H 2.26 -1.72 1.35 0.060
H -2.24 1.86 -1.73 0.114
H 1.20 0.61 -0.31 0.012
H 2.55 -0.46 -0.37 0.068
H 3.48 -1.12 2.46 0.064
H -3.65 -1.75 -2.22 0.073
H -0.29 -0.70 1.04 0.111
H 1.62 1.08 1.92 0.080
```

Output
* gap between HOMO and LUMO: 0.340 Eh
* E_LUMO: 0.882 eV
* total charge: 0

=====

Referenced to the most stable arrangement, the calculated values in kcal/mol are entry 1 44.5; entry 2 0.0.

=====

Entry 1
Below is a 2-piece molecular cluster, C5H5F2N overall, with properties calculated with ωB97M-V with the def2-TZVPD basis set.

```
13
Properties=species:S:1:pos:R:3:lowdin_charge:R:1
F -0.52 2.75 -1.73 -0.075
F 0.57 0.24 -1.61 0.014
N -2.93 0.90 0.68 0.173
C -1.83 0.54 0.66 -0.161
C 0.19 -0.65 -0.67 -0.275
C 0.45 -0.37 1.35 0.069
C -0.55 -0.04 0.51 -0.167
C 1.27 -1.07 0.31 -0.051
H -0.42 -1.36 -1.28 0.173
H 1.42 -2.05 0.36 0.084
H -0.32 2.04 -1.16 0.039
H 0.54 -0.36 2.38 0.096
H 2.12 -0.57 0.21 0.082
```

Output
* gap between HOMO and LUMO: 0.390 Eh
* E_LUMO: -0.185 eV
* total charge: 0

=====

Entry 2
Below is C5H5F2N as an isolated structure, with properties calculated with ωB97M-V with the def2-TZVPD basis set.

```
13
Properties=species:S:1:pos:R:3:lowdin_charge:R:1
F -1.21 2.19 0.00 0.004
F -3.54 -0.75 -0.22 0.062
N -0.98 -0.17 0.14 -0.041
C -2.49 -1.23 0.33 0.181
C 1.10 1.07 0.02 -0.056
C -0.05 -1.10 -0.03 -0.219
C -0.42 1.07 0.24 -0.256
C 1.31 -0.53 -0.10 -0.131
H 1.59 1.54 0.86 0.093
H -0.37 -2.11 0.00 0.077
H 1.82 -0.86 0.69 0.047
H 1.32 1.67 -0.84 0.095
H 1.92 -0.79 -1.07 0.143
```

Output
* gap between HOMO and LUMO (alpha / beta): 0.220 / 0.176 Eh
* E_LUMO (alpha / beta): -0.660 / -1.264 eV
* total charge: 0

=====

Entry 3
Below is one molecule with the formula C5H5F2N, with properties calculated with ωB97M-V with the def2-TZVPD basis set.

```
13
Properties=species:S:1:pos:R:3:lowdin_charge:R:1
F -3.90 0.85 -0.17 0.061
F -2.73 -1.75 -0.11 0.079
N -1.75 1.64 0.20 0.129
C 0.21 0.18 -0.34 -0.149
C -0.49 1.42 0.11 -0.132
C -2.56 0.57 0.03 -0.266
C -0.54 -1.01 0.26 -0.084
C -2.07 -0.69 0.29 -0.185
H -0.17 -1.02 1.29 0.123
H -0.38 -1.84 -0.33 0.090
H 0.20 2.28 0.04 0.117
H 1.16 0.17 0.04 0.081
H 0.09 0.20 -1.42 0.136
```

Output
* gap between HOMO and LUMO: 0.324 Eh
* E_LUMO: 0.029 eV
* total charge: 0

=====

Referenced to the most stable arrangement, the calculated values in kcal/mol are entry 1 9.3; entry 2 127.6; entry 3 0.0.

=====

Entry 1
Below is C8H12N2O2 as an isolated structure, with properties calculated with ωB97M-V with the def2-TZVPD basis set.

```
24
Properties=species:S:1:pos:R:3:lowdin_charge:R:1
O -4.06 1.42 0.79 0.163
O 1.90 3.13 -0.72 0.166
N 2.00 0.67 -0.12 -0.012
N -2.99 -0.47 0.00 0.124
C 2.95 0.03 0.88 -0.254
C 2.05 -1.16 1.38 -0.180
C 1.71 2.02 -0.42 -0.161
C 1.46 -1.91 -0.01 -0.209
C -1.60 -0.30 -0.28 -0.257
C -3.55 0.46 0.36 -0.372
C -1.05 -1.56 -0.67 -0.244
C 0.40 -1.58 -1.12 -0.262
H 0.50 -2.36 -1.93 0.117
H 1.26 -0.57 2.28 0.160
H -0.97 0.15 0.59 0.157
H 0.55 -0.66 -1.71 0.092
H 3.25 0.96 1.59 0.150
H -1.22 -2.27 0.08 0.102
H 3.71 -0.42 0.25 0.087
H 1.27 -2.95 0.08 0.063
H 2.26 -1.98 -0.88 0.127
H 2.64 -2.29 1.86 0.171
H -1.57 -1.87 -1.68 0.154
H -1.69 0.48 -0.99 0.115
```

Output
* gap between HOMO and LUMO: 0.356 Eh
* E_LUMO: -0.054 eV
* total charge: 0

=====

Entry 2
Below is C8H12N2O2 as an isolated structure, with properties calculated with ωB97M-V with the def2-TZVPD basis set.

```
24
Properties=species:S:1:pos:R:3:lowdin_charge:R:1
O -3.69 1.37 0.36 0.096
O 2.84 1.34 -0.27 -0.177
N -1.09 -0.97 -0.26 0.160
N -2.30 -0.39 -0.14 -0.104
C -2.60 1.02 0.05 -0.405
C 2.92 0.37 0.78 -0.341
C 1.26 -0.85 -0.73 -0.186
C -3.29 -1.29 0.22 -0.014
C 2.16 -0.80 0.44 -0.255
C -1.39 1.85 -0.10 0.115
C -0.12 -0.19 -0.50 -0.258
C -0.15 1.28 -0.44 0.097
H 0.48 1.87 -0.41 -0.031
H 1.48 -1.46 1.31 0.170
H -1.61 2.77 -0.18 0.041
H -3.94 -0.90 -0.34 0.030
H 0.89 -1.82 -0.96 0.099
H -3.46 -1.34 1.19 0.084
H -3.13 -1.90 -0.54 0.081
H 3.05 -1.85 0.71 0.191
H 3.95 0.16 0.87 0.080
H 1.74 -0.27 -1.60 0.128
H 2.71 1.04 1.80 0.182
H 3.28 0.99 -1.27 0.216
```

Output
* gap between HOMO and LUMO: 0.328 Eh
* E_LUMO: 0.111 eV
* total charge: 0

=====

Entry 3
Below is one molecule with the formula C8H12N2O2, with properties calculated with ωB97M-V with the def2-TZVPD basis set.

```
24
Properties=species:S:1:pos:R:3:lowdin_charge:R:1
O -2.37 -0.46 -1.49 0.063
O 0.09 1.03 0.60 0.062
N -1.24 0.89 0.09 -0.018
N 2.08 -2.01 -1.41 -0.092
C 2.67 -1.62 -0.10 -0.180
C 0.71 -0.02 0.08 -0.255
C 2.23 -0.08 0.31 -0.037
C 0.60 -1.95 -1.38 -0.201
C -1.40 -0.19 -0.79 -0.394
C -2.32 1.28 1.05 -0.273
C 0.00 -0.70 -0.88 -0.073
C -2.46 2.69 1.32 -0.128
H -2.99 2.72 2.51 0.169
H -2.81 3.34 0.38 0.125
H 2.49 0.17 1.30 0.083
H 2.27 -2.23 0.63 0.080
H 2.43 -1.26 -2.16 0.155
H -1.34 2.86 1.48 0.074
H 0.29 -2.93 -0.76 0.160
H 2.52 0.69 -0.62 0.177
H 3.76 -1.66 -0.09 0.104
H -3.28 1.01 0.47 0.146
H 0.27 -2.16 -2.43 0.128
H -2.18 0.59 1.88 0.123
```

Output
* gap between HOMO and LUMO: 0.353 Eh
* E_LUMO: 0.670 eV
* total charge: 0

=====

Referenced to the most stable arrangement, the calculated values in kcal/mol are entry 1 48.4; entry 2 101.0; entry 3 0.0.

=====

Entry 1
Below is an isolated ion of composition C5H7N2 and charge +1, with properties calculated with ωB97M-V with the def2-TZVPD basis set.

```
14
Properties=species:S:1:pos:R:3:lowdin_charge:R:1
N -2.16 0.10 0.47 0.068
N 0.02 0.40 -0.09 -0.110
C -0.23 -0.90 -0.68 0.056
C 2.44 -0.07 0.17 0.050
C 1.44 0.87 -0.28 -0.098
C -1.74 -1.07 -0.31 0.032
C -1.06 1.03 0.62 0.050
H 1.67 1.87 -0.77 0.132
H 2.32 -0.45 1.25 0.098
H -3.10 0.24 0.86 0.168
H 0.47 -1.59 -1.26 0.148
H -0.97 2.03 1.13 0.174
H 3.27 -0.47 -0.50 0.092
H -2.37 -1.99 -0.59 0.141
```

Output
* gap between HOMO and LUMO: 0.319 Eh
* E_LUMO: -4.537 eV
* total charge: +1

=====

Entry 2
Below is an isolated ion of composition C5H7N2 and charge +1, with properties calculated with ωB97M-V with the def2-TZVPD basis set.

```
14
Properties=species:S:1:pos:R:3:lowdin_charge:R:1
N -0.79 -0.26 -0.41 -0.040
N 0.95 1.61 0.14 0.187
C -0.16 1.91 -0.14 0.158
C 0.57 -0.62 -0.58 -0.079
C -1.71 0.12 0.64 0.047
C 1.61 0.39 0.06 -0.084
C -1.27 1.11 -0.47 -0.179
H 0.57 -1.69 -0.30 0.158
H -2.03 1.50 -1.28 0.201
H -2.58 -0.43 0.39 0.124
H 1.98 0.26 1.14 0.174
H -1.32 0.31 1.59 0.114
H 0.84 -0.76 -1.59 0.119
H 2.45 0.55 -0.48 0.099
```

Output
* gap between HOMO and LUMO: 0.310 Eh
* E_LUMO: -6.461 eV
* total charge: +1

=====

Entry 3
Below is an isolated ion of composition C5H7N2 and charge +1, with properties calculated with ωB97M-V with the def2-TZVPD basis set.

```
14
Properties=species:S:1:pos:R:3:lowdin_charge:R:1
N 1.98 0.58 -0.18 0.089
N 0.52 -0.28 1.27 0.231
C -0.48 -0.58 0.67 -0.077
C -2.51 -0.24 -0.71 -0.013
C -1.42 -0.63 -0.07 0.043
C 1.81 -0.43 -1.07 -0.102
C 1.53 0.62 1.03 -0.077
H 1.68 1.39 1.76 0.144
H 1.41 0.14 -1.89 0.111
H -3.47 -0.40 -0.27 0.114
H -2.61 -0.62 -1.72 0.129
H -2.30 0.88 -0.56 0.179
H 1.11 -1.36 -0.87 0.137
H 2.75 -0.81 -1.27 0.091
```

Output
* gap between HOMO and LUMO (alpha / beta): 0.241 / 0.251 Eh
* E_LUMO (alpha / beta): -7.848 / -7.488 eV
* total charge: +1

=====

Referenced to the most stable arrangement, the calculated values in kcal/mol are entry 1 0.0; entry 2 12.2; entry 3 62.0.